# 1
Molecular formula: C3H3F6P
Method: DFT, ωB97M-V/def2-TZVPD

Atoms and positions in Å:
C1 0.22 0.06 -0.01
C2 1.62 0.11 -0.56
C3 2.32 1.30 -0.03
F1 1.84 -1.56 1.37
F2 1.54 2.42 -0.23
F3 2.43 1.14 1.29
F4 3.53 1.65 -0.54
F5 1.70 -0.02 -1.95
F6 1.28 -2.53 -0.59
P1 2.48 -1.59 -0.09
H1 -0.08 -0.97 0.11
H2 -0.44 0.65 -0.59
H3 0.24 0.50 0.96

The value obtained for the lowest unoccupied orbital energy is 0.014 hartree. The calculation puts the energy above the lowest of the compared OMol25 structures with the same formula, charge and spin at 11.8 kJ/mol. As for the total energy: -1056.723966 Eh. Its SMILES is C[C@](F)(P(F)F)C(F)(F)F. The calculation puts the HOMO-LUMO gap at 11.02 eV. Its spin multiplicity is 1.

# 2
Molecular formula: C3H3FI2O
Method: DFT, ωB97M-V/def2-TZVPD

Atoms and positions in Å:
C1 -0.13 1.40 -1.29
C2 1.33 -1.72 0.17
C3 -1.19 -0.06 0.31
O1 -0.68 0.37 -0.90
F1 1.77 -2.21 -0.95
I1 0.13 3.02 0.07
I2 2.71 -0.17 0.79
H1 -0.87 -1.09 0.48
H2 -2.24 -0.10 0.24
H3 -0.84 0.58 1.09

The value obtained for the lowest unoccupied orbital energy is -0.046 hartree. The calculation puts the energy above the lowest of the compared OMol25 structures with the same formula, charge and spin at 439.3 kJ/mol. As for the total energy: -886.380589 Eh. The calculation puts the HOMO-LUMO gap at 7.02 eV. Its spin multiplicity is 1.

# 3
Molecular formula: C3H3FIO2
Method: DFT, ωB97M-V/def2-TZVPD

Atoms and positions in Å:
C1 0.59 1.00 -1.11
C2 -0.44 -0.67 0.68
C3 -0.03 0.62 0.17
O1 1.46 0.93 -0.17
O2 0.48 1.27 -2.28
F1 0.43 -2.64 -1.17
I1 -0.67 2.51 1.29
H1 -0.04 -1.39 0.00
H2 -0.23 -0.87 1.81
H3 -1.55 -0.78 0.78

The value obtained for the lowest unoccupied orbital energy is 0.086 hartree. The calculation puts the energy above the lowest of the compared OMol25 structures with the same formula, charge and spin at 222.5 kJ/mol. As for the total energy: -664.128814 Eh. The charge is -1. The calculation puts the HOMO-LUMO gap at 6.70 eV. Its spin multiplicity is 1.

# 4
Molecular formula: C3H3FN2
Method: DFT, ωB97M-V/def2-TZVPD

Atoms and positions in Å:
C1 -0.32 0.33 0.94
C2 0.26 1.26 0.26
C3 0.71 -1.01 -0.59
N1 -0.17 -0.98 0.36
N2 0.70 1.69 -0.82
F1 -0.33 1.77 -1.87
H1 -0.73 0.41 1.92
H2 0.71 -1.89 -1.14
H3 -0.83 -1.59 0.93

The value obtained for the lowest unoccupied orbital energy is -0.017 hartree. The calculation puts the energy above the lowest of the compared OMol25 structures with the same formula, charge and spin at 699.0 kJ/mol. As for the total energy: -325.225419 Eh. The calculation puts the HOMO-LUMO gap at 8.17 eV. Its spin multiplicity is 1.

# 5
Molecular formula: C3H3FN2O
Method: DFT, ωB97M-V/def2-TZVPD

Atoms and positions in Å:
C1 0.40 -0.20 -0.10
C2 -0.05 1.11 -0.12
C3 -1.65 -0.33 -0.09
H1 2.42 0.06 0.00
H2 1.91 -1.36 0.36
H3 0.34 2.15 0.32
N1 1.67 -0.62 -0.24
N2 -0.58 -1.14 0.07
O1 -1.46 0.98 -0.06
F1 -2.99 -0.64 -0.14

The value obtained for the lowest unoccupied orbital energy is 0.031 hartree. The calculation puts the energy above the lowest of the compared OMol25 structures with the same formula, charge and spin at 156.8 kJ/mol. As for the total energy: -400.687546 Eh. The calculation puts the HOMO-LUMO gap at 9.46 eV. Its spin multiplicity is 1.

# 6
Molecular formula: C3H3FN2S
Method: DFT, ωB97M-V/def2-TZVPD

Atoms and positions in Å:
C1 1.11 -1.02 -0.01
C2 1.75 0.17 -0.01
C3 -0.64 0.27 -0.02
N1 -0.26 -0.93 0.06
N2 -1.94 0.63 0.17
F1 -2.67 -0.44 -0.19
S1 0.54 1.44 -0.05
H1 1.61 -1.91 0.19
H2 2.78 0.25 0.09
H3 -2.27 1.55 -0.23

The value obtained for the lowest unoccupied orbital energy is 0.020 hartree. The calculation puts the energy above the lowest of the compared OMol25 structures with the same formula, charge and spin at 274.7 kJ/mol. As for the total energy: -723.579088 Eh. Its SMILES is FNc1nccs1. The calculation puts the HOMO-LUMO gap at 9.33 eV. Its spin multiplicity is 1.